1.
DFT (ωB97M-V/def2-TZVPD) results for a cluster of 2 separate species, C4H7BrNO5S in total in a non-equilibrium geometry.

Summary:
Calculated total energy ... -3559.9214 Eh
Orbital gap ... 10.05 eV
HOMO level ... -6.79 eV
Total charge ... -1

```
19
Properties=species:S:1:pos:R:3:forces:R:3
C 1.7310 -1.7010 -1.1794 0.060 0.464 -0.112
C 1.4187 -0.2161 -1.0406 -0.123 -0.104 -0.049
C -0.0836 0.0932 -0.9452 0.410 -0.026 -0.478
C -0.6891 -0.1526 0.3803 -0.712 0.564 0.371
N -0.3180 -0.9930 1.2336 0.248 -0.369 0.147
O 1.3305 -2.4791 -0.1890 -0.038 -0.333 0.173
O -2.4724 0.5716 2.1121 0.117 0.013 -0.011
O 2.3241 -2.1432 -2.1328 0.104 -0.138 -0.120
O -3.0858 0.6561 -0.2659 0.257 -0.013 -0.020
O -1.5439 2.3032 0.6370 -0.304 -0.312 -0.111
S -2.0998 0.9210 0.7586 -0.637 0.190 0.138
Br 1.0796 2.4911 1.7572 1.337 0.170 0.509
H 1.8377 0.2889 -1.9131 -0.030 -0.121 0.123
H 1.9156 0.1667 -0.1462 -0.005 0.051 0.001
H -0.6482 -0.4873 -1.6829 -0.010 0.078 -0.009
H -0.2643 1.1466 -1.1718 0.103 -0.094 -0.096
H -0.3278 2.4502 1.2190 -0.899 -0.039 -0.324
H 0.7886 -1.9749 0.4921 0.098 -0.040 -0.077
H -0.8931 -0.9414 2.0771 0.023 0.061 -0.054
```
Positions in Å, forces in eV/Å.

---

2.
DFT (ωB97M-V/def2-TZVPD) results for a cluster of 2 separate species, C4H7BrNS in total in a non-equilibrium geometry.

Summary:
Calculated total energy ... -3183.2489 Eh
Orbital gap ... 8.07 eV
HOMO level ... -13.61 eV
Total charge ... +1

```
14
Properties=species:S:1:pos:R:3:forces:R:3
C 0.5056 0.1727 -1.2534 2.801 -0.255 -3.100
C 1.7526 -0.2610 -0.7198 -0.590 0.150 -1.396
C 0.4582 0.9077 1.0489 -3.377 -1.403 -0.242
C -0.2505 0.8436 -0.3727 1.508 -0.596 3.392
N -1.2663 -1.0623 0.3607 -1.685 0.250 2.215
S 1.9904 -0.0078 0.9138 -0.024 0.223 -0.177
Br -1.7701 1.7541 -0.6737 -0.744 0.666 -0.254
H 0.3344 0.1182 -2.3708 -0.012 -0.070 1.598
H 2.5544 -0.7091 -1.3630 -0.886 0.265 0.854
H 0.5393 1.9642 1.2398 0.568 0.357 0.671
H -0.2579 0.3226 1.8199 1.947 2.013 -1.618
H -0.9248 -1.9430 0.6373 1.064 -1.536 0.172
H -1.7865 -1.2465 -0.4769 -0.869 0.054 -0.114
H -1.8787 -0.8534 1.2098 0.299 -0.117 -2.003
```
Positions in Å, forces in eV/Å.

---

3.
DFT (ωB97M-V/def2-TZVPD) results for an isolated molecule of C4H7BrO in a non-equilibrium geometry.

Summary:
Calculated total energy ... -2805.6789 Eh
Orbital gap (spin up / spin down) ... 8.04 / 8.72 eV
HOMO level (spin up / spin down) ... -8.07 / -8.55 eV

```
13
Properties=species:S:1:pos:R:3:forces:R:3
C -0.3406 0.8306 0.1473 4.157 0.314 -0.341
C 1.8771 0.7939 1.7518 -2.261 0.128 -1.235
C -1.0102 -0.7479 -1.6288 2.507 1.659 -0.749
C -0.6664 -0.6249 -0.1400 -0.203 0.551 0.692
O 0.9258 1.1130 0.8270 -0.591 -0.470 0.512
Br 1.8203 -0.6056 3.0645 -0.358 0.140 -0.644
H -0.1545 1.5110 -0.7446 -1.032 -0.704 1.050
H 2.1736 1.7158 2.2002 0.670 0.338 0.275
H -1.7608 0.0049 -1.8094 -1.098 -0.482 -0.182
H -1.1473 -1.7324 -2.0336 -0.659 -0.367 0.106
H -0.2091 -0.2728 -2.2626 -0.108 -0.761 0.593
H 0.1615 -1.2628 0.3312 -1.526 0.565 -0.855
H -1.6694 -0.7229 0.2971 0.501 -0.910 0.778
```
Positions in Å, forces in eV/Å.

---

Relative energy (zero: lowest compared OMol25 entry of this formula, charge and spin)? In order: 0.0, 200.1, 464.5 kJ/mol.